Formula: C6H10IN2
Source: the Open Molecules 2025 dataset
Level of theory: ωB97M-V/def2-TZVPD

As for the charge: +1. As for the energy: -641.55739 a.u. The multiplicity is 1. The energy relative to the best compared isomer or geometry (same formula, charge and spin) comes out at 2.45 kcal/mol. The structure (SMILES) is CC(C)c1c[nH]c(I)[nH+]1. The value obtained for the LUMO energy is -3.98 eV. As for the HOMO-LUMO gap: 9.29 eV.

```
19
Properties=species:S:1:pos:R:3:forces:R:3:lowdin_charge:R:1
C -1.305 -0.720 1.251 -4.37 1.61 -0.24 -0.0511
C -1.269 -0.005 -0.150 0.64 -0.29 2.32 -0.3029
C -1.464 -0.997 -1.312 3.05 1.32 2.41 -0.0101
C 0.112 0.558 -0.035 0.75 -0.63 -1.22 -0.1863
C 0.710 1.767 0.117 -2.16 0.75 -0.27 -0.0087
N 2.074 1.603 0.064 -1.26 -0.77 0.62 0.0618
C 2.366 0.289 0.021 0.66 0.36 -0.82 -0.6955
I 4.395 -0.384 -0.020 -1.55 0.24 0.00 0.9611
N 1.189 -0.392 -0.092 1.39 3.05 0.43 0.1496
H -0.770 -1.577 1.270 1.68 -2.94 -0.20 0.0324
H -2.388 -0.960 1.440 0.99 -0.22 -0.07 0.1149
H -1.017 -0.180 2.136 0.30 0.91 -0.04 0.0858
H -2.128 0.657 -0.140 0.65 0.96 -0.08 0.1437
H -1.131 -1.909 -0.876 0.05 -1.29 -0.60 0.0771
H -0.886 -0.643 -2.124 0.58 -0.12 -1.09 0.0831
H -2.440 -0.955 -1.536 -3.47 -0.54 -1.00 0.0512
H 0.178 2.758 0.255 1.12 -1.44 -0.36 0.1728
H 2.579 2.464 -0.009 1.38 -0.31 0.23 0.1654
H 1.195 -1.374 -0.260 -0.41 -0.65 0.01 0.1555
```
Positions in Å, forces in eV/Å.



Formula: C6H10MnO5
Source: the Open Molecules 2025 dataset
Level of theory: ωB97M-V/def2-TZVPD

As for the charge: +2. As for the energy: -1761.09345 a.u. The multiplicity is 6. The energy relative to the best compared isomer or geometry (same formula, charge and spin) comes out at 0.00 kcal/mol. As for the expectation value of S²: 8.75. The value obtained for the LUMO energy (spin up / spin down) is -11.69 / -11.81 eV. As for the HOMO-LUMO gap (spin up / spin down): 5.42 / 5.30 eV.

```
22
Properties=species:S:1:pos:R:3:forces:R:3:lowdin_charge:R:1
C 2.592 -0.853 -1.072 -0.26 -0.10 0.05 -0.0399
C 2.575 0.583 -0.554 0.06 -0.85 0.15 -0.0916
C 1.519 0.788 0.463 0.52 0.15 0.07 -0.3847
O 1.136 1.958 0.743 -1.01 0.44 0.77 -0.0484
O 1.014 -0.247 1.096 -0.36 0.50 -0.89 0.0792
C -0.412 -0.293 1.268 0.20 -0.81 0.74 -0.0904
C -1.159 -0.783 0.048 0.03 0.06 -0.17 -0.1239
O -2.478 -0.973 0.509 0.09 0.36 0.25 0.0340
C -3.428 -0.386 -0.283 -0.74 -0.52 -0.46 -0.5957
O -4.036 -0.982 -1.099 0.00 -0.07 -0.26 0.2371
O -3.599 0.913 0.015 1.09 0.54 0.18 0.1394
H 3.354 -1.001 -1.825 0.10 0.16 -0.11 0.1021
H 2.770 -1.569 -0.277 0.11 -0.04 0.13 0.0947
H 1.625 -1.088 -1.511 -0.02 -0.11 -0.20 0.0834
H 2.411 1.305 -1.350 0.00 0.27 0.02 0.1522
H 3.531 0.831 -0.086 0.10 0.22 0.10 0.1632
H -0.595 -1.014 2.058 0.06 0.10 0.29 0.1684
H -0.850 0.671 1.631 -0.10 0.11 -0.03 0.0767
H -1.089 -0.102 -0.802 -0.09 0.16 -0.04 0.1563
H -0.744 -1.739 -0.268 0.13 -0.11 0.05 0.1642
H -3.947 1.353 -0.775 -0.54 -0.12 0.12 0.1504
Mn -0.190 2.625 2.072 0.64 -0.35 -0.77 1.5733
```
Positions in Å, forces in eV/Å.



Formula: C6H10N
Source: the Open Molecules 2025 dataset
Level of theory: ωB97M-V/def2-TZVPD

As for the charge: +1. As for the energy: -288.95697 a.u. The multiplicity is 1. The energy relative to the best compared isomer or geometry (same formula, charge and spin) comes out at 79.07 kcal/mol. The value obtained for the LUMO energy is -3.81 eV. As for the HOMO-LUMO gap: 10.09 eV.

```
17
Properties=species:S:1:pos:R:3:forces:R:3:lowdin_charge:R:1
C 0.700 -1.524 1.316 -0.70 1.22 -0.51 0.1305
C -0.549 -0.899 1.346 2.80 -0.79 -0.54 -0.1431
C 0.775 2.124 -0.825 -0.65 0.54 0.08 -0.0074
C 0.638 -0.120 1.526 -1.96 -2.88 -1.14 0.1116
C -2.047 -0.984 1.379 0.65 -1.00 -0.02 0.0084
C 1.003 -0.051 -1.672 0.10 3.68 -0.47 -0.0699
N 0.659 0.890 -0.579 1.27 -0.39 0.26 -0.1259
H 1.358 -2.439 1.066 -1.28 1.74 0.72 0.1700
H 0.882 2.479 -1.920 0.11 -0.08 1.90 0.1214
H 0.675 2.802 0.090 0.10 -0.45 -1.75 0.1070
H 1.076 0.790 1.872 0.20 0.13 0.20 0.1186
H -2.713 -0.994 0.460 1.57 0.27 0.61 0.1268
H -2.206 -0.067 1.938 -1.27 -0.37 0.53 0.0900
H -2.230 -2.004 1.848 -0.21 1.61 0.03 0.1252
H 0.501 -0.932 -1.599 -1.56 -2.56 0.44 0.0308
H 2.078 -0.252 -1.626 -0.20 0.27 -0.42 0.1037
H 0.605 0.491 -2.568 1.04 -0.94 0.08 0.1023
```
Positions in Å, forces in eV/Å.